ORCA calculation (ωB97M-V with the def2-TZVPD basis set) on 9 unconnected molecules or ions with the total composition C30H77NO9.

Geometry as XYZ:
```
117
Properties=species:S:1:pos:R:3:forces:R:3
C 4.072655 0.497447 -2.029289 0.5 1.4 0.3
C 4.543369 0.204168 -0.611138 1.8 1.4 -0.2
C 6.149073 0.313757 -0.623874 -2.1 1.2 -0.6
C 3.966641 1.263338 0.319368 0.5 -1.7 0.3
C 4.240378 0.842617 1.783322 -2.1 2.1 0.0
C 3.597194 -0.514032 2.058160 0.7 -0.6 0.0
C 4.227986 -1.615911 1.097603 -1.1 1.3 1.7
C 5.646451 -1.975081 1.542826 -0.6 0.0 0.7
C 3.430235 -2.923401 1.198214 -0.5 0.3 -0.6
N 3.979586 -1.062771 -0.243553 1.1 -2.1 -0.2
O 4.571293 -2.059031 -1.139139 -0.1 0.8 0.3
H 3.105205 0.116323 -2.134140 -1.6 -0.8 -0.4
H 3.997351 1.568200 -2.290061 0.2 -0.2 0.5
H 4.722953 0.082908 -2.751713 0.6 -0.7 -0.8
H 6.510151 -0.561454 -1.067105 0.7 -1.3 -0.9
H 6.392047 1.189516 -1.265568 0.0 -0.5 0.5
H 6.638202 0.407426 0.315958 0.1 0.3 0.9
H 4.374421 2.184057 -0.029896 0.5 1.0 0.3
H 2.904302 1.301301 0.113515 -0.5 0.0 0.3
H 5.270340 0.900982 2.080662 0.7 -0.3 -0.2
H 3.763813 1.669850 2.391960 0.3 -1.0 -0.2
H 2.505302 -0.511057 1.916010 0.3 0.2 -0.2
H 3.763916 -0.757507 3.119621 0.0 -0.3 -0.3
H 5.556314 -2.483174 2.517907 0.0 0.0 -0.4
H 6.338781 -1.176243 1.725857 0.3 0.6 -0.3
H 6.010933 -2.670954 0.825775 0.7 -0.5 -0.5
H 4.047112 -3.767975 0.860040 -0.4 0.2 0.0
H 2.542877 -2.804076 0.552142 0.3 -0.3 0.3
H 3.087888 -3.119306 2.211109 0.1 0.0 0.2
H 3.776631 -2.401086 -1.575480 -0.2 -0.2 -0.2
C -0.385154 2.555677 2.237478 -0.7 1.0 -0.5
C 0.095858 3.994976 2.306115 -0.8 -1.3 0.6
C 1.106437 4.285861 1.255013 -1.0 -2.0 -2.9
O -1.102322 4.769426 2.372943 0.7 1.0 -0.7
H -1.140359 2.432088 2.988504 -0.6 -0.2 0.1
H 0.406894 1.957169 2.541363 1.6 -1.4 0.4
H -0.735397 2.209309 1.254360 0.1 0.4 0.2
H 0.563742 4.099135 3.255389 0.6 0.1 1.1
H 0.529702 4.117607 0.265295 1.0 0.9 1.1
H 1.858576 3.462288 1.177944 -0.4 0.6 0.5
H 1.638530 5.202021 1.303962 0.2 1.0 0.0
H -0.789663 5.685215 2.427697 -0.5 -0.1 0.0
C -0.932561 -1.518235 5.802330 0.6 2.2 -0.8
C -1.766463 -1.042447 4.594280 -1.0 -0.1 3.0
C -3.107091 -0.514442 5.201822 -1.0 -0.7 -0.7
O -1.197161 0.092543 4.043526 -0.7 0.9 -0.8
H -1.462389 -2.098543 6.476451 -1.4 -1.1 1.3
H -0.619120 -0.579592 6.319798 0.0 -0.8 -0.2
H -0.094709 -2.120244 5.549076 1.1 -0.2 -0.5
H -1.935995 -1.912090 3.949819 0.0 0.3 -0.6
H -3.096166 0.514368 5.565767 0.5 0.0 -0.4
H -3.452683 -1.083787 6.054705 0.3 -0.5 0.3
H -3.970357 -0.616968 4.516697 0.5 0.3 -0.1
H -0.348916 -0.038713 3.654781 1.0 -0.5 -0.4
C 1.193885 -1.206315 -6.147048 1.2 -0.1 1.6
C 0.479407 -0.410998 -5.037539 2.2 0.1 0.2
C -0.986153 -0.321685 -5.216943 -1.1 -0.3 -2.0
O 0.764088 -1.052475 -3.803909 -0.7 0.2 0.9
H 0.986264 -0.756139 -7.065938 -0.3 0.8 -1.6
H 0.691157 -2.164011 -6.144473 0.3 -0.6 -0.1
H 2.349600 -1.306289 -6.067867 -2.1 0.1 0.3
H 0.911805 0.625780 -4.956773 -0.4 -0.6 -0.4
H -1.247133 -0.094056 -6.274620 0.2 0.7 0.7
H -1.407793 0.336187 -4.499704 -0.5 1.0 0.3
H -1.572739 -1.218342 -5.105746 0.4 -1.0 0.4
H 0.075705 -0.725384 -3.152334 0.9 -0.7 -0.3
C -1.267852 2.760665 -3.258901 1.2 -0.8 0.4
C -2.461230 2.560937 -2.386047 -1.9 1.2 0.4
C -3.729874 2.858835 -3.255758 0.1 -0.2 2.1
O -2.550801 1.230508 -1.907480 0.9 -0.2 -0.3
H -0.371955 2.218941 -2.814657 -1.0 0.4 -0.9
H -0.983034 3.807624 -3.351709 -0.2 0.1 0.1
H -1.599476 2.421793 -4.249181 0.9 -0.2 0.1
H -2.472674 3.263165 -1.498265 0.2 -0.6 -0.8
H -3.456728 3.722914 -3.839152 -0.7 0.7 -0.1
H -4.617161 2.951370 -2.547939 0.9 0.2 -1.3
H -3.899608 2.044974 -3.946363 0.0 -0.4 -0.1
H -3.187859 1.218251 -1.199506 -1.0 -0.2 0.7
C -3.846249 2.614624 1.290189 2.5 0.8 -0.5
C -5.098005 1.855860 1.079715 -0.4 -0.1 -1.6
C -6.283978 2.709779 0.614232 -0.6 0.0 0.0
O -4.797951 0.869635 0.090532 -0.4 -0.5 -0.5
H -2.917303 1.982383 1.116274 -1.3 0.3 0.7
H -3.791891 3.050832 2.274050 0.2 0.2 0.4
H -3.646003 3.422798 0.569979 -0.6 0.0 0.1
H -5.353894 1.439731 2.031228 -0.4 -0.9 0.5
H -7.284418 2.220875 0.487724 1.2 -0.1 0.0
H -6.111077 3.367059 -0.239060 0.4 -0.5 -0.4
H -6.451888 3.431441 1.381377 -0.2 0.6 1.0
H -4.401280 0.069356 0.477678 -0.2 0.2 0.2
C -3.525965 -3.182611 -0.273464 1.2 0.0 -0.9
C -3.933276 -2.880010 1.141363 -0.8 -0.9 0.8
O -3.814035 -1.481188 1.389460 -0.5 -0.1 -1.5
H -4.184788 -3.900709 -0.733999 -0.1 -0.7 0.1
H -2.459996 -3.531889 -0.417289 -1.1 0.7 0.2
H -3.739780 -2.299234 -0.893382 0.5 0.0 0.3
H -3.361224 -3.450857 1.935683 -0.6 0.5 -1.0
H -5.015488 -3.188292 1.197879 0.9 0.4 0.4
H -3.484322 -1.335068 2.245529 0.6 0.3 1.7
C -0.324359 -0.706953 0.765348 1.7 2.0 -0.8
C 0.220380 -0.178253 -0.626874 -0.2 -2.0 1.8
O -0.684499 -0.646303 -1.576563 -0.9 0.3 -1.1
H -1.297775 -0.331251 1.049747 -0.3 0.1 -0.2
H 0.403743 -0.440093 1.528133 0.0 0.2 0.3
H -0.284459 -1.754567 0.693271 -0.4 -1.4 -0.1
H 1.155043 -0.740448 -0.820267 -0.1 0.8 0.2
H 0.336567 0.897102 -0.683888 0.2 0.3 0.1
H -1.406598 0.016408 -1.612355 0.0 -0.2 -0.3
C 0.333211 -4.292799 -1.128825 0.0 2.4 1.8
C 1.752081 -4.301148 -1.652604 -0.8 -1.2 -2.0
O 2.236796 -2.999705 -1.921727 0.5 -0.7 0.8
H -0.047460 -5.257625 -0.965685 -0.3 -1.5 0.3
H -0.381481 -3.792519 -1.794599 0.4 0.1 -0.1
H 0.280169 -3.728446 -0.126122 0.1 -0.8 -1.4
H 1.666109 -4.896852 -2.631635 0.6 0.7 1.1
H 2.448515 -4.842994 -0.995562 -0.2 0.5 -0.2
H 1.660406 -2.545750 -2.521885 -0.7 0.6 -0.9
```
Forces are in eV/Å.

Calculated values
- Highest occupied orbital energy: -8.34 eV
- Structure (SMILES): CC1(C)CCCC(C)(C)N1O.CC(C)O.CC(C)O.CC(C)O.CC(C)O.CC(C)O.CCO.CCO.CCO
- HOMO-LUMO gap: 0.326 hartree
- Total charge: 0
- LUMO level: 0.020 hartree

ORCA calculation (ωB97M-V with the def2-TZVPD basis set) on a molecular structure, C28H23Cl5GeO2RuS.

Geometry as XYZ:
```
61
Properties=species:S:1:pos:R:3:forces:R:3
Ru -0.148367 0.155395 -0.467818 0.6 0.2 -5.3
Cl 3.634201 5.800425 -2.862211 -0.6 -1.0 0.7
C 3.031178 4.356245 -2.188917 1.3 -0.6 -0.4
C 1.639793 4.050528 -2.200610 -1.7 -1.1 0.1
Cl 0.467413 5.185514 -2.677408 0.5 0.0 0.1
C 1.199537 2.764647 -1.836488 -0.3 1.8 0.0
Cl -0.499397 2.389786 -1.560117 0.2 1.0 -0.8
C 2.072236 1.746616 -1.463003 0.3 -2.0 -0.1
O 1.676163 0.510545 -1.345712 0.8 1.8 0.7
C 3.443327 2.103300 -1.228564 0.7 1.4 0.5
Cl 4.346325 1.162119 -0.123635 -0.2 -0.1 -0.8
C 3.926415 3.352302 -1.655164 -0.7 -0.2 0.0
Cl 5.567382 3.686148 -1.481828 0.3 0.3 0.0
O -0.556344 -0.496735 -2.631657 -0.5 0.1 1.8
S 0.320234 -1.566955 -3.303784 0.0 -0.9 -0.6
C -0.124280 -1.311729 -5.019570 0.2 -1.1 -0.5
C -1.524002 -1.954301 -5.251848 0.3 1.2 0.6
C -1.765429 -3.102400 -4.231405 0.6 -0.4 -1.5
C -0.579652 -3.182168 -3.259762 0.3 0.3 -0.3
H 0.661534 -1.796791 -5.624060 -0.2 0.0 0.3
H -0.067317 -0.253154 -5.233073 -0.1 0.3 0.1
H -1.554859 -2.293072 -6.280978 -0.2 0.0 -0.1
H -2.243760 -1.123654 -5.122289 0.1 -0.7 -0.1
H -1.810340 -4.043296 -4.847293 -0.2 0.7 1.0
H -2.701602 -2.934332 -3.735162 -0.4 -0.2 0.3
H 0.188356 -3.879212 -3.649450 -0.3 0.2 0.5
H -0.855924 -3.426440 -2.221966 0.3 0.0 -0.4
C 2.510339 -3.369601 3.439635 -0.5 0.3 -0.2
C 3.021069 -2.085417 3.300410 -1.8 0.1 -0.1
C 2.123005 -1.049152 2.948601 0.6 -1.4 -0.1
C 0.782364 -1.355955 2.695992 0.4 2.0 -0.9
C 0.309096 -2.634942 2.815485 -1.0 -0.3 -0.7
C 1.144284 -3.641900 3.154625 1.9 -1.4 1.2
Ge -0.059369 0.146639 1.740836 0.8 -1.1 5.6
C -1.770898 -0.618760 0.189050 -2.3 0.4 -0.9
C -2.864823 0.294795 0.253589 -0.1 0.8 0.5
C -4.165000 -0.118072 0.432733 0.1 0.9 -0.5
C -4.475104 -1.482432 0.582964 1.2 1.5 0.3
C -3.384122 -2.334303 0.659864 -0.4 -2.0 0.3
C -2.188865 -1.942374 0.152142 2.1 -1.5 0.8
C -0.221250 1.691970 2.908815 0.2 -0.3 -0.8
C -0.822595 2.864581 2.438821 0.1 0.4 -0.9
C -0.682071 4.054479 3.124036 -0.4 0.0 0.9
C 0.061954 4.058441 4.312032 0.4 0.1 -0.1
C 0.666295 2.885770 4.796801 -0.6 0.0 -0.5
C 0.523053 1.678627 4.101770 0.1 0.4 0.5
H 3.182766 -4.143952 3.792363 -0.2 -0.1 -0.2
H 4.051967 -1.917932 3.490770 0.7 0.4 0.1
H 2.494095 -0.063200 2.792276 0.3 0.7 0.1
H -0.714435 -2.835154 2.573049 -0.5 -0.2 0.0
H 0.816618 -4.677551 3.289692 -0.1 0.5 -0.2
H -2.572647 1.333659 0.156595 -0.7 0.3 0.2
H -4.940891 0.633603 0.439945 -0.1 0.0 -0.1
H -5.477849 -1.820240 0.572962 -0.9 -0.4 0.4
H -3.465130 -3.329557 1.107428 -0.3 0.0 -0.9
H -1.433918 -2.656502 -0.166491 -0.2 -0.4 0.6
H -1.341436 2.889936 1.472186 0.1 -0.2 0.4
H -1.237193 4.948290 2.832130 0.4 -0.2 -0.1
H 0.224355 5.011530 4.830246 -0.2 -0.5 -0.1
H 1.196450 2.911892 5.738098 0.1 0.0 0.0
H 0.967063 0.773454 4.534321 -0.3 0.4 -0.4
```
Forces are in eV/Å.

Calculated values
- Highest occupied orbital energy (alpha / beta): -16.96 / -16.89 eV
- 2S+1: 6
- Relative energy (zero: lowest compared OMol25 entry of this formula, charge and spin): 5.5 kcal/mol
- HOMO-LUMO gap (alpha / beta): 0.273 / 0.164 hartree
- Total charge: +3
- LUMO level (alpha / beta): -0.350 / -0.456 hartree

ORCA calculation (ωB97M-V with the def2-TZVPD basis set) on a molecular structure, C5H8N4.

Geometry as XYZ:
```
17
Properties=species:S:1:pos:R:3:forces:R:3
C 1.612984 -0.401888 0.143856 1.8 -1.3 0.5
C 0.601900 0.651205 0.721746 3.7 -5.1 2.5
C 0.231481 1.522169 -0.332426 -4.7 5.2 -1.7
C -1.125943 0.782781 -0.183839 -1.6 3.5 -6.8
C -1.875609 -0.925091 0.742471 -3.2 -2.8 1.4
H 0.898788 -0.894270 -1.723856 1.1 1.0 -1.2
H 0.325522 -1.769499 -0.836778 -0.7 -1.1 1.8
H 1.965465 -1.007291 0.964074 -0.4 -0.5 0.6
H 2.661826 0.003481 -0.107866 -1.9 0.3 -0.2
H 0.945999 0.893056 1.796632 -0.8 0.3 -2.0
H 0.526060 1.723222 -1.383086 0.9 -1.6 0.7
H 0.110241 2.604478 -0.050636 0.0 -0.9 0.4
H -2.350324 -1.593826 1.694783 2.1 1.8 -3.1
N 1.246518 -1.388866 -0.919498 -0.3 1.7 -0.2
N -2.237541 0.455618 -0.912769 2.1 1.8 -0.1
N -2.699266 -0.606848 -0.327196 0.5 -1.4 3.3
N -0.838106 -0.048430 0.714387 1.5 -0.9 4.0
```
Forces are in eV/Å.

Calculated values
- Highest occupied orbital energy: -8.99 eV
- Relative energy (zero: lowest compared OMol25 entry of this formula, charge and spin): 101.7 kcal/mol
- HOMO-LUMO gap: 0.353 hartree
- Total charge: 0
- LUMO level: 0.023 hartree

ORCA calculation (ωB97M-V with the def2-TZVPD basis set) on 7 unconnected molecules or ions with the total composition C6H27NO7.

Geometry as XYZ:
```
41
Properties=species:S:1:pos:R:3:forces:R:3
C -1.178642 -3.131238 0.363104 -0.4 -0.7 1.0
C -1.624771 -1.710858 0.065257 0.9 0.3 0.0
C -1.311302 -1.349572 -1.390024 -1.0 0.2 -0.7
C 0.014470 -0.615063 -1.625004 0.4 -0.5 0.9
N 0.206466 0.706600 -0.955733 -0.1 -1.3 -2.2
C -0.362811 1.752853 -1.837460 -0.2 0.3 1.5
C -1.776041 2.180205 -1.416734 -0.1 0.5 0.5
O -2.614673 2.223978 -2.541520 0.6 0.1 -1.1
H -1.344469 -3.380139 1.428378 0.0 0.0 -0.3
H -0.147119 -3.414433 0.139356 0.1 0.5 -0.2
H -1.804601 -3.821151 -0.205863 0.0 0.0 0.0
H -2.671292 -1.614995 0.354587 -0.1 0.0 -0.4
H -1.113504 -0.980377 0.716751 -0.1 -0.2 0.0
H -2.167383 -0.855992 -1.884822 0.4 0.6 0.4
H -1.307609 -2.249261 -2.011124 0.4 -0.3 0.2
H 0.834909 -1.258997 -1.270093 -0.3 -0.1 -0.1
H 0.141283 -0.541606 -2.700797 0.2 0.3 -0.1
H -0.235043 0.580303 -0.056592 -0.1 0.9 0.3
H -0.403371 1.377775 -2.850313 0.0 0.0 -0.2
H 0.292679 2.628147 -1.798480 0.0 -0.1 -0.2
H -1.707463 3.187498 -0.952535 -0.2 -0.5 -0.1
H -2.174477 1.475375 -0.671564 0.1 0.1 -0.1
H -3.533442 2.076845 -2.366083 -0.6 0.0 0.5
O 3.341316 -1.049136 -2.105351 -0.4 0.1 -0.4
H 2.898769 -0.778957 -2.924711 0.2 -0.2 0.3
H 2.764037 -0.712487 -1.406159 0.4 -0.1 0.0
O 1.175563 0.592782 4.181787 0.4 0.3 -1.3
H 1.588604 1.273103 3.609539 -0.4 0.9 0.9
H 1.366838 -0.094733 3.538682 0.0 -1.3 0.3
O 1.513392 2.905764 2.146274 1.5 -0.6 -0.3
H 1.619431 2.203810 1.477287 0.3 0.3 0.3
H 0.659255 3.243096 1.945118 -1.2 0.4 0.1
O 1.407617 -1.419505 1.855527 0.4 0.3 0.2
H 0.558861 -1.828016 1.751369 -0.9 -0.3 -0.2
H 2.018721 -2.155313 1.837727 0.4 -0.2 0.1
O 2.850869 0.479371 0.439721 0.5 -0.4 1.0
H 2.241051 -0.196247 0.811061 0.1 0.8 -0.7
H 2.532245 0.832598 -0.388357 -0.7 0.0 -0.1
O -0.668631 1.394566 2.154513 0.7 0.7 -0.7
H -0.327932 0.699920 2.736266 -0.8 0.1 0.2
H -1.551800 1.343488 1.807014 -0.5 -0.8 0.5
```
Forces are in eV/Å.

Calculated values
- Highest occupied orbital energy: -9.40 eV
- Structure (SMILES): CCCCNCCO.O.O.O.O.O.O
- Relative energy (zero: lowest compared OMol25 entry of this formula, charge and spin): 44.1 kcal/mol
- HOMO-LUMO gap: 0.351 hartree
- Total charge: 0
- LUMO level: 0.006 hartree